Entry a
{
  "formula": "C5H8",
  "method": "the ωB97M-V functional and the def2-TZVPD basis",
  "elements": ["C", "C", "C", "C", "C", "H", "H", "H", "H", "H", "H", "H", "H"],
  "positions_angstrom": [[-0.4405, 0.3710, -2.2489], [0.1765, 0.8213, -1.0063], [0.5978, 0.9337, 0.1194], [0.6735, 0.4159, 1.4965], [-0.1193, -0.9002, 1.3730], [-0.5671, 1.1592, -2.9892], [0.1588, -0.4322, -2.6858], [-1.4259, -0.0489, -2.0134], [1.7028, 0.2384, 1.8302], [0.2100, 1.0962, 2.2200], [-1.0601, -0.6650, 0.8665], [-0.3438, -1.4050, 2.3144], [0.4374, -1.5843, 0.7236]],
  "nbo_charge": [-0.68, -0.01, -0.02, -0.46, -0.58, 0.23, 0.23, 0.23, 0.22, 0.22, 0.21, 0.20, 0.21],
  "e_lumo_ha": 0.039,
  "smiles": "CC#CCC",
  "homo_ev": -9.3,
  "charge": 0
}



Entry b
{
  "formula": "C5H8",
  "method": "the ωB97M-V functional and the def2-TZVPD basis",
  "elements": ["C", "C", "C", "C", "C", "H", "H", "H", "H", "H", "H", "H", "H"],
  "positions_angstrom": [[-2.1699, 0.2499, 1.8861], [-1.2137, 0.3048, 0.9547], [0.7739, 0.6291, -0.6343], [1.8086, -0.0436, 0.2288], [0.2718, -0.1271, -1.7501], [-2.8357, -0.5847, 1.8278], [-2.6631, 1.1435, 2.3449], [2.7669, 0.4589, -0.1694], [1.6655, -1.1168, 0.1027], [1.6471, 0.0650, 1.2986], [-0.1117, 0.6048, -2.5640], [-0.7045, -0.4941, -1.2370], [0.7648, -1.0898, -2.2887]],
  "nbo_charge": [-0.82, 0.29, 0.17, -0.78, -0.83, 0.28, 0.28, 0.26, 0.18, 0.24, 0.23, 0.31, 0.19],
  "e_lumo_ha": [-0.024, -0.024],
  "homo_ev": [-7.4, -7.4],
  "charge": 0
}



Energetically preferred structure: entry a | next structure: +637.9 kJ/mol